No. 1
C4H8CeO3 | ωB97M-V/def2-TZVPD

Geometry (Å):
H (-0.75, -1.90, 1.10)
C (0.66, -1.44, -0.48)
H (-0.07, -1.28, -1.29)
H (1.60, -1.81, -0.91)
C (0.14, -2.33, 0.62)
H (0.91, -2.50, 1.38)
H (-0.13, -3.30, 0.17)
O (1.03, -0.13, 0.05)
C (0.40, 0.96, -0.27)
O (1.06, 2.00, -0.41)
Ce (3.45, 2.27, -0.01)
O (-0.88, 0.88, -0.42)
C (-1.70, 1.96, 0.04)
H (-1.41, 2.22, 1.06)
H (-1.59, 2.82, -0.63)
H (-2.72, 1.57, 0.01)

## Properties
electronic energy: -23314.002 eV
LUMO energy (alpha / beta): -17.7 / -16.7 eV
HOMO-LUMO gap (alpha / beta): 4.0 / 5.0 eV
M: 244.2 g mol⁻¹
energy above the lowest of the compared OMol25 structures with the same formula, charge and spin: 0.0 kJ/mol
charge: +3
spin multiplicity: 2
max |F|: 5.6 eV/A
expectation value of S²: 0.76

Mulliken atomic charge list, values in e, 2 entries: atom 1 (H): 0.331, atom 2 (C): -0.189


No. 2
C4H8Cl2 | ωB97M-V/def2-TZVPD

Geometry (Å):
C (1.53, 0.10, 0.63)
C (0.74, 0.03, -0.62)
C (-0.56, -0.62, -0.56)
C (-1.57, 0.19, 0.34)
Cl (-3.18, -0.28, 0.08)
Cl (-1.41, 1.94, -0.13)
H (0.97, 0.22, 1.51)
H (1.88, -0.87, 0.69)
H (2.32, 0.84, 0.64)
H (0.58, 1.07, -0.85)
H (1.48, -0.28, -1.37)
H (-0.89, -0.75, -1.58)
H (-0.56, -1.59, -0.17)
H (-1.33, 0.02, 1.38)

## Properties
electronic energy: -29322.000 eV
LUMO energy: 0.9 eV
HOMO-LUMO gap: 11.5 eV
M: 127.0 g mol⁻¹
energy above the lowest of the compared OMol25 structures with the same formula, charge and spin: 107.5 kJ/mol
spin multiplicity: 1
max |F|: 3.2 eV/A
SMILES: CCCC(Cl)Cl

Mulliken atomic charge list, values in e, 2 entries: atom 1 (C): -1.287, atom 2 (C): -0.401


No. 3
C4H8Cl2N2 | ωB97M-V/def2-TZVPD

Geometry (Å):
N (-0.14, 2.17, -0.52)
C (-0.07, 1.05, 0.37)
C (-1.10, -0.09, 0.20)
Cl (-1.86, -0.15, -1.41)
C (0.03, -1.11, 0.41)
N (-0.01, -2.32, -0.35)
C (1.08, 0.03, 0.18)
Cl (1.81, 0.01, -1.42)
H (0.60, 2.85, -0.31)
H (-1.04, 2.63, -0.44)
H (-0.08, 1.31, 1.48)
H (-1.94, -0.11, 0.92)
H (0.07, -1.36, 1.46)
H (0.79, -2.90, -0.16)
H (0.00, -2.10, -1.35)
H (1.88, 0.11, 0.93)

## Properties
electronic energy: -32302.398 eV
LUMO energy: 0.6 eV
HOMO-LUMO gap: 10.1 eV
M: 155.0 g mol⁻¹
energy above the lowest of the compared OMol25 structures with the same formula, charge and spin: 0.0 kJ/mol
spin multiplicity: 1
max |F|: 0.9 eV/A
SMILES: N[C@H]1[C@@H](Cl)[C@@H](N)[C@H]1Cl

Mulliken atomic charge list, values in e, 2 entries: atom 1 (N): -0.559, atom 2 (C): -0.230


No. 4
C4H8Cl2NO | ωB97M-V/def2-TZVPD

Geometry (Å):
C (1.08, -0.68, -1.65)
C (-0.57, 1.05, 1.53)
C (1.33, 0.53, -1.13)
C (-1.46, -0.10, 1.25)
N (-0.96, -1.21, 0.92)
O (0.77, -1.05, -2.86)
Cl (1.53, -2.11, -0.66)
Cl (0.92, 1.88, -2.08)
H (-0.88, 1.91, 2.17)
H (0.30, 0.85, 1.99)
H (-0.22, 1.64, 0.67)
H (1.68, 0.81, -0.12)
H (-2.50, 0.00, 1.63)
H (0.40, -0.28, -3.26)
H (0.02, -1.21, 0.74)
H (-1.45, -2.04, 0.85)

## Properties
electronic energy: -32851.621 eV
LUMO energy: -5.1 eV
HOMO-LUMO gap: 7.7 eV
M: 157.0 g mol⁻¹
energy above the lowest of the compared OMol25 structures with the same formula, charge and spin: 105.4 kJ/mol
charge: +1
spin multiplicity: 1
max |F|: 4.1 eV/A

Mulliken atomic charge list, values in e, 2 entries: atom 1 (C): 0.287, atom 2 (C): -1.220


No. 5
C4H8Cl2NO3P | ωB97M-V/def2-TZVPD

Geometry (Å):
C (-0.23, -1.41, 0.87)
C (1.00, -1.54, -1.33)
C (0.73, -0.86, -0.02)
C (0.13, 1.46, -0.30)
N (0.79, 2.08, 0.60)
O (-1.68, 1.27, 1.66)
O (-2.56, 0.42, -0.59)
O (-2.18, 2.91, -0.36)
P (-1.73, 1.52, 0.00)
Cl (2.29, -0.76, 0.79)
Cl (0.57, 1.56, -2.00)
H (-0.07, -0.85, 1.73)
H (-1.27, -1.31, 0.61)
H (-0.04, -2.53, 0.88)
H (0.35, -1.10, -2.10)
H (0.87, -2.63, -1.19)
H (2.09, -1.54, -1.62)
H (-0.83, 1.25, 1.89)
H (1.78, 2.05, 0.47)

## Properties
electronic energy: -46243.941 eV
LUMO energy: 5.7 eV
HOMO-LUMO gap: 4.8 eV
M: 220.0 g mol⁻¹
energy above the lowest of the compared OMol25 structures with the same formula, charge and spin: 402.0 kJ/mol
charge: -2
spin multiplicity: 1
max |F|: 6.0 eV/A

Mulliken atomic charge list, values in e, 2 entries: atom 1 (C): -1.653, atom 2 (C): -1.604


No. 6
C4H8Cl4 | ωB97M-V/def2-TZVPD

Geometry (Å):
Cl (-1.66, -1.93, 1.26)
C (-0.80, -0.92, 2.48)
C (-0.33, 0.37, 1.85)
Cl (-1.71, 1.42, 1.45)
H (0.07, -1.54, 2.69)
H (-1.44, -0.79, 3.34)
H (0.15, 0.09, 0.91)
H (0.39, 0.92, 2.44)
Cl (2.52, 0.14, -2.99)
C (1.29, 0.10, -1.70)
C (-0.07, 0.56, -2.17)
Cl (-0.66, -0.32, -3.58)
H (1.67, 0.72, -0.88)
H (1.32, -0.92, -1.31)
H (0.03, 1.60, -2.45)
H (-0.77, 0.52, -1.34)

## Properties
electronic energy: -54367.729 eV
LUMO energy: 0.6 eV
HOMO-LUMO gap: 11.3 eV
M: 197.9 g mol⁻¹
energy above the lowest of the compared OMol25 structures with the same formula, charge and spin: 24.0 kJ/mol
spin multiplicity: 1
max |F|: 1.2 eV/A
SMILES: ClCCCl.ClCCCl

Mulliken atomic charge list, values in e, 2 entries: atom 1 (Cl): -0.175, atom 2 (C): -0.448


No. 7
C4H8ClN | ωB97M-V/def2-TZVPD

Geometry (Å):
H (-3.20, -0.27, 0.55)
N (-2.31, 0.08, 0.45)
C (-1.27, -0.57, 0.61)
Cl (-1.05, -2.23, 0.96)
C (0.40, 0.22, 0.33)
C (0.15, 1.35, -0.59)
C (1.39, -0.82, -0.16)
H (0.83, 0.68, 1.17)
H (0.16, 1.17, -1.59)
H (-0.83, 1.78, -0.40)
H (0.94, 2.04, -0.40)
H (2.37, -0.51, -0.13)
H (1.25, -1.05, -1.17)
H (1.15, -1.87, 0.36)

## Properties
electronic energy: -18288.312 eV
LUMO energy: 0.9 eV
HOMO-LUMO gap: 10.8 eV
M: 105.6 g mol⁻¹
energy above the lowest of the compared OMol25 structures with the same formula, charge and spin: 140.9 kJ/mol
spin multiplicity: 1
max |F|: 4.4 eV/A
SMILES: [H]/N=C(\Cl)C(C)C

Mulliken atomic charge list, values in e, 2 entries: atom 1 (H): 0.253, atom 2 (N): -0.488


No. 8
C4H8ClN | ωB97M-V/def2-TZVPD

Geometry (Å):
C (0.37, -0.65, -1.15)
C (-0.23, 0.68, -0.92)
C (0.08, 0.55, 0.65)
C (-0.93, -0.35, 1.25)
N (1.17, 0.73, 1.31)
Cl (2.24, 1.78, 0.57)
H (-0.28, -1.43, -1.39)
H (0.88, -0.93, -0.25)
H (1.34, -0.64, -1.77)
H (-1.30, 0.66, -0.90)
H (0.17, 1.39, -1.64)
H (-0.38, -1.21, 1.78)
H (-1.60, -0.82, 0.54)
H (-1.52, 0.25, 1.90)

## Properties
electronic energy: -18287.615 eV
LUMO energy: 1.0 eV
HOMO-LUMO gap: 10.5 eV
M: 105.6 g mol⁻¹
energy above the lowest of the compared OMol25 structures with the same formula, charge and spin: 208.1 kJ/mol
spin multiplicity: 1
max |F|: 4.1 eV/A
SMILES: CC/C(C)=N\Cl

Mulliken atomic charge list, values in e, 2 entries: atom 1 (C): -0.818, atom 2 (C): -0.604


No. 9
C4H8ClN | ωB97M-V/def2-TZVPD

Geometry (Å):
Cl (1.91, -1.33, 2.50)
C (0.49, -1.10, 1.37)
C (0.41, 0.25, 0.74)
N (-0.70, 0.13, -0.12)
C (-0.97, 1.16, -1.07)
C (-0.34, -0.14, -1.50)
H (0.61, -1.76, 0.51)
H (-0.42, -1.35, 1.93)
H (0.24, 1.01, 1.48)
H (1.38, 0.61, 0.31)
H (-2.04, 1.45, -1.18)
H (-0.24, 1.99, -1.12)
H (-1.01, -0.78, -1.99)
H (0.68, -0.14, -1.85)

## Properties
electronic energy: -18288.723 eV
LUMO energy: 1.1 eV
HOMO-LUMO gap: 10.8 eV
M: 105.6 g mol⁻¹
energy above the lowest of the compared OMol25 structures with the same formula, charge and spin: 101.2 kJ/mol
spin multiplicity: 1
max |F|: 2.0 eV/A
SMILES: ClCCN1CC1

Mulliken atomic charge list, values in e, 2 entries: atom 1 (Cl): -0.231, atom 2 (C): -0.382


No. 10
C4H8ClN | ωB97M-V/def2-TZVPD

Geometry (Å):
C (-0.39, 1.15, -0.79)
C (-0.19, 1.95, 0.45)
C (-0.95, -0.29, -0.31)
C (1.16, -1.50, 0.04)
N (-0.19, -1.19, 0.41)
Cl (-2.60, -0.25, 0.12)
H (-1.05, 1.61, -1.54)
H (0.63, 0.93, -1.19)
H (0.76, 2.06, 1.04)
H (-1.08, 2.41, 0.81)
H (1.64, -2.25, 0.91)
H (1.07, -2.18, -0.81)
H (1.77, -0.60, -0.27)
H (-0.57, -1.84, 1.14)

## Properties
electronic energy: -18286.172 eV
LUMO energy (alpha / beta): 0.8 / 0.5 eV
HOMO-LUMO gap (alpha / beta): 8.5 / 6.9 eV
M: 105.6 g mol⁻¹
energy above the lowest of the compared OMol25 structures with the same formula, charge and spin: 347.4 kJ/mol
spin multiplicity: 1
max |F|: 3.4 eV/A

Mulliken atomic charge list, values in e, 2 entries: atom 1 (C): -0.451, atom 2 (C): -0.706


No. 11
C4H8ClN | ωB97M-V/def2-TZVPD

Geometry (Å):
C (0.41, 1.10, 0.71)
C (0.75, 1.79, -0.58)
C (0.65, -0.16, -0.03)
C (-1.29, -1.49, 0.18)
N (-0.33, -0.85, -0.71)
Cl (2.37, -0.56, 0.19)
H (1.15, 1.43, 1.34)
H (-0.60, 1.37, 1.13)
H (-0.08, 1.95, -1.24)
H (1.70, 2.06, -0.90)
H (-1.47, -0.87, 1.19)
H (-2.18, -1.65, -0.44)
H (-1.10, -2.58, 0.55)
H (0.01, -1.53, -1.38)

## Properties
electronic energy: -18284.515 eV
LUMO energy (alpha / beta): 0.9 / -0.5 eV
HOMO-LUMO gap (alpha / beta): 6.2 / 9.6 eV
M: 105.6 g mol⁻¹
energy above the lowest of the compared OMol25 structures with the same formula, charge and spin: 104.9 kJ/mol
spin multiplicity: 3
max |F|: 4.7 eV/A
expectation value of S²: 2.01

Mulliken atomic charge list, values in e, 2 entries: atom 1 (C): -0.465, atom 2 (C): -1.009


No. 12
C4H8ClN3 | ωB97M-V/def2-TZVPD

Geometry (Å):
C (2.37, -1.19, -0.54)
N (2.07, 0.19, -0.85)
C (0.97, 0.77, -0.61)
N (-0.22, 0.33, -0.02)
N (-0.34, -0.99, 0.43)
C (-1.29, 1.19, 0.13)
C (-2.47, 0.87, 0.67)
Cl (-3.75, 2.05, 0.80)
H (2.29, -1.40, 0.54)
H (1.68, -1.90, -1.06)
H (3.36, -1.39, -0.86)
H (0.88, 1.82, -0.85)
H (-0.58, -0.99, 1.42)
H (-1.12, -1.45, -0.03)
H (-1.09, 2.21, -0.24)
H (-2.74, -0.10, 1.05)

## Properties
electronic energy: -21268.424 eV
LUMO energy: 0.7 eV
HOMO-LUMO gap: 9.1 eV
M: 133.6 g mol⁻¹
energy above the lowest of the compared OMol25 structures with the same formula, charge and spin: 195.6 kJ/mol
spin multiplicity: 1
max |F|: 1.4 eV/A
SMILES: C/N=C\N(N)/C=C/Cl

Mulliken atomic charge list, values in e, 2 entries: atom 1 (C): -0.686, atom 2 (N): -0.501